[1]
{
  "formula": "C2H3NO2",
  "method": "the ωB97M-V functional and the def2-TZVPD basis",
  "species": ["O", "O", "N", "C", "C", "H", "H", "H"],
  "coordinates": [[1.419065, 0.906746, -0.208423], [-2.188037, 0.286800, -0.215378], [-0.259020, -1.064426, -0.125626], [-1.039410, -0.027461, -0.056615], [0.355415, 0.158196, 0.389424], [0.541743, 0.019592, 1.430611], [1.147886, 1.684299, -0.729824], [0.022355, -1.963748, -0.484169]],
  "forces_ev_per_angstrom": [[-1.04, -0.80, 0.04], [0.42, 0.55, -0.07], [1.79, -0.72, -0.85], [-2.01, 0.20, -0.24], [1.05, 0.97, 0.16], [0.45, 0.46, 0.69], [-0.38, -0.70, 0.34], [-0.28, 0.05, -0.06]],
  "mulliken_charge": [-0.528, -0.544, -0.196, 0.260, 0.134, 0.287, 0.336, 0.251],
  "homo_lumo_gap_ev": 10.705,
  "smiles": "O=C1N[C@H]1O",
  "max_force_ev_per_a": 2.11,
  "molar_mass_g_mol": 73.05,
  "energy_ha": -283.17323,
  "de_lowest_kcal_mol": 53.2
}


[2]
{
  "formula": "C2H3NO2",
  "method": "the ωB97M-V functional and the def2-TZVPD basis",
  "species": ["O", "O", "N", "C", "C", "H", "H", "H"],
  "coordinates": [[-0.287531, -1.193516, 0.510455], [0.183341, -0.008603, 0.386870], [-3.620979, 0.633422, -0.489202], [-3.077891, -0.281040, -0.842563], [1.372509, 0.170066, 0.099160], [2.135220, -0.718335, -0.115408], [1.786693, 1.155587, -0.107768], [-2.386916, -1.036223, -1.084750]],
  "forces_ev_per_angstrom": [[-1.01, -2.58, 0.24], [0.65, 2.64, -0.23], [-1.96, 2.64, 0.91], [1.79, -1.94, -0.64], [3.33, -1.78, -1.29], [-2.18, 1.56, 0.74], [-0.83, 0.15, 0.45], [0.21, -0.69, -0.19]],
  "mulliken_charge": [-0.528, 0.126, -0.339, 0.098, -0.125, 0.248, 0.280, 0.240],
  "homo_lumo_gap_ev": [9.455, 9.459],
  "max_force_ev_per_a": 3.99,
  "molar_mass_g_mol": 73.05,
  "energy_ha": -283.02193,
  "de_lowest_kcal_mol": 148.1
}